{"formula": "C44H66O33", "method": "ωB97M-V/def2-TZVPD", "e_homo_ev": [-11.965, -11.965], "orbital_gap_ev": [9.121, 2.948], "charge": 1, "s2": 0.75, "multiplicity": 2, "e_lumo_ev": [-2.844, -9.018], "elements": ["C", "C", "C", "O", "C", "O", "O", "H", "H", "H", "H", "H", "H", "C", "C", "C", "O", "C", "O", "O", "H", "H", "H", "H", "H", "H", "C", "C", "C", "O", "C", "O", "O", "H", "H", "H", "H", "H", "H", "C", "C", "C", "O", "C", "O", "O", "H", "H", "H", "H", "H", "H", "C", "C", "C", "O", "C", "O", "O", "H", "H", "H", "H", "H", "H", "C", "C", "C", "O", "C", "O", "O", "H", "H", "H", "H", "H", "H", "C", "C", "C", "O", "C", "O", "O", "H", "H", "H", "H", "H", "H", "C", "C", "C", "O", "C", "O", "O", "H", "H", "H", "H", "H", "H", "C", "C", "C", "O", "C", "O", "O", "H", "H", "H", "H", "H", "H", "C", "C", "C", "O", "C", "O", "O", "H", "H", "H", "H", "H", "H", "C", "C", "C", "O", "C", "O", "O", "H", "H", "H", "H", "H", "H"], "positions_angstrom": [[-2.857, 24.375, -9.060], [-3.840, 23.398, -9.773], [-5.047, 22.964, -8.938], [-6.085, 23.098, -9.844], [-5.732, 23.839, -10.953], [-6.467, 23.925, -11.919], [-4.428, 24.129, -10.891], [-2.315, 23.928, -8.226], [-3.504, 25.164, -8.676], [-2.130, 24.706, -9.801], [-3.312, 22.517, -10.137], [-5.185, 23.566, -8.040], [-4.947, 21.931, -8.603], [-5.382, 27.610, -11.004], [-4.122, 28.428, -10.726], [-3.929, 28.694, -9.241], [-2.571, 28.391, -8.938], [-2.074, 27.651, -9.906], [-1.004, 26.967, -9.898], [-2.992, 27.617, -11.003], [-6.279, 28.114, -10.642], [-5.364, 26.611, -10.570], [-5.570, 27.491, -12.071], [-4.066, 29.310, -11.365], [-4.653, 28.090, -8.694], [-4.148, 29.746, -9.055], [-3.497, 23.536, -14.299], [-3.023, 24.931, -13.883], [-1.844, 25.034, -12.877], [-0.888, 25.767, -13.500], [-1.256, 26.003, -14.761], [-0.535, 26.602, -15.580], [-2.504, 25.532, -15.017], [-4.378, 23.510, -14.940], [-3.887, 23.089, -13.385], [-2.712, 22.857, -14.631], [-3.910, 25.443, -13.508], [-1.491, 24.010, -12.754], [-2.153, 25.525, -11.954], [-1.622, 29.735, -15.409], [-1.941, 29.384, -13.931], [-0.734, 29.090, -12.988], [-0.782, 30.114, -12.063], [-1.924, 30.826, -12.206], [-2.234, 31.804, -11.476], [-2.526, 30.496, -13.287], [-2.525, 30.107, -15.892], [-1.449, 28.825, -15.984], [-0.788, 30.405, -15.621], [-2.619, 28.534, -13.856], [0.091, 29.285, -13.672], [-0.755, 28.088, -12.557], [-9.179, 25.883, -14.406], [-7.719, 25.716, -14.795], [-7.358, 25.842, -16.262], [-6.080, 26.447, -16.213], [-6.003, 27.114, -15.058], [-5.029, 27.748, -14.712], [-7.012, 26.815, -14.285], [-9.702, 24.957, -14.646], [-9.636, 26.786, -14.809], [-9.257, 25.905, -13.319], [-7.288, 24.764, -14.482], [-7.984, 26.516, -16.847], [-7.426, 24.891, -16.789], [2.540, 25.725, -10.528], [1.859, 26.602, -11.664], [1.837, 28.119, -11.510], [2.235, 28.591, -12.769], [2.792, 27.635, -13.492], [3.363, 27.790, -14.587], [2.629, 26.481, -12.878], [2.390, 24.655, -10.669], [2.079, 26.002, -9.580], [3.600, 25.961, -10.429], [0.834, 26.250, -11.775], [2.566, 28.456, -10.773], [0.827, 28.457, -11.278], [2.174, 23.361, -13.791], [3.041, 23.186, -15.026], [3.620, 24.463, -15.588], [5.017, 24.219, -15.646], [5.309, 23.025, -15.168], [6.466, 22.540, -15.108], [4.201, 22.409, -14.773], [2.851, 23.443, -12.941], [1.620, 22.440, -13.610], [1.441, 24.167, -13.777], [2.427, 22.816, -15.847], [3.430, 25.370, -15.013], [3.373, 24.610, -16.639], [-2.378, 21.190, -19.043], [-2.140, 21.608, -17.602], [-1.060, 20.744, -16.918], [-0.089, 21.648, -16.593], [-0.400, 22.876, -16.953], [0.267, 23.827, -16.638], [-1.534, 22.872, -17.655], [-2.993, 21.806, -19.700], [-2.894, 20.233, -19.120], [-1.407, 21.075, -19.525], [-3.077, 21.691, -17.050], [-0.600, 20.094, -17.662], [-1.519, 20.262, -16.055], [-0.702, 20.033, -13.121], [-0.880, 20.387, -11.651], [0.221, 19.926, -10.701], [0.410, 21.127, -9.944], [0.002, 22.164, -10.618], [0.136, 23.290, -10.249], [-0.689, 21.780, -11.679], [0.277, 20.339, -13.490], [-1.487, 20.506, -13.712], [-0.736, 18.945, -13.180], [-1.843, 20.087, -11.240], [1.175, 19.737, -11.194], [0.036, 19.046, -10.086], [1.165, 28.833, -18.320], [1.664, 27.390, -18.385], [1.117, 26.620, -19.570], [2.333, 26.310, -20.264], [3.354, 26.611, -19.523], [4.519, 26.279, -19.804], [3.070, 27.320, -18.448], [1.633, 29.390, -17.509], [0.115, 28.839, -18.029], [1.275, 29.399, -19.245], [1.313, 26.820, -17.524], [0.419, 27.172, -20.199], [0.618, 25.737, -19.171], [-2.583, 25.480, -18.761], [-3.110, 26.788, -19.348], [-3.423, 27.874, -18.342], [-2.977, 29.053, -18.918], [-2.226, 28.816, -19.914], [-1.643, 29.638, -20.621], [-2.145, 27.480, -20.130], [-2.306, 24.850, -19.607], [-3.344, 24.828, -18.332], [-1.752, 25.548, -18.060], [-3.987, 26.592, -19.965], [-3.103, 27.649, -17.325], [-4.512, 27.895, -18.296]], "lowdin_charge": [0.007, -0.255, -0.119, 0.063, -0.519, 0.131, 0.057, 0.100, 0.087, 0.053, 0.143, 0.136, 0.140, 0.005, -0.303, -0.070, 0.115, -0.437, 0.079, 0.019, 0.099, 0.075, 0.067, 0.149, 0.135, 0.148, 0.008, -0.297, -0.096, 0.071, -0.490, 0.083, 0.087, 0.088, 0.075, 0.074, 0.142, 0.129, 0.114, 0.006, -0.252, -0.122, 0.081, -0.551, 0.094, 0.120, 0.089, 0.043, 0.094, 0.132, 0.135, 0.111, 0.002, -0.322, -0.097, 0.068, -0.581, 0.129, 0.105, 0.092, 0.097, 0.090, 0.149, 0.139, 0.140, 0.012, -0.248, -0.089, 0.073, -0.550, 0.088, 0.071, 0.056, 0.085, 0.085, 0.118, 0.149, 0.103, 0.006, -0.304, -0.075, 0.086, -0.537, 0.094, 0.110, 0.095, 0.066, 0.082, 0.127, 0.114, 0.123, -0.016, -0.303, -0.101, 0.089, -0.557, 0.148, 0.070, 0.086, 0.093, 0.094, 0.150, 0.143, 0.127, -0.012, -0.312, -0.051, 0.102, -0.620, 0.159, 0.057, 0.087, 0.070, 0.096, 0.158, 0.140, 0.144, 0.031, -0.275, -0.006, 0.182, -0.409, 0.493, 0.202, 0.101, 0.084, 0.106, 0.151, 0.146, 0.141, -0.012, -0.292, -0.098, 0.133, -0.594, 0.121, 0.068, 0.083, 0.088, 0.069, 0.157, 0.129, 0.138]}